Below is a 2-piece molecular cluster, CIO4S overall at a distorted geometry, with properties calculated with ωB97M-V/def2-TZVPD.

Last column: Mulliken charge in e.
Positions of all 7 atoms, in Å:
C1 -0.020 0.114 -1.761  0.27
O1 1.447 -0.700 0.026  -0.55
O2 -0.001 -0.890 -2.320  -0.17
O3 -1.039 -1.008 0.413  -0.51
O4 0.112 1.246 0.732  -0.49
S1 0.089 -0.104 0.183  1.10
I1 -1.482 4.150 -2.316  -0.66

Results
Energy above the lowest of the compared OMol25 structures with the same formula, charge and spin in kcal per mole: 42.5
Orbital gap (alpha / beta) in eV: 5.8158 / 3.7243
HOMO level (alpha / beta) in eV: -4.75 / -3.75
Total energy in eV: -28162.5960
Net charge: -1
Multiplicity: 1
F_max in eV/A: 3.7


Below is CMgO2Tl as an isolated structure at a distorted geometry, with properties calculated with ωB97M-V/def2-TZVPD.

Last column: Mulliken spin population.
Positions of all 5 atoms, in Å:
O1 0.426 0.251 -2.095  0.08
C1 0.712 -0.020 -1.006  0.40
O2 -0.377 -0.028 0.472  0.45
Mg1 -2.184 0.559 0.840  0.04
Tl1 1.424 -0.762 1.789  0.03

Results
Orbital gap (alpha / beta) in eV: 7.2953 / 7.0820
HOMO level (alpha / beta) in eV: -19.00 / -19.22
Total energy in eV: -15249.5591
Net charge: +2
Multiplicity: 2
Expectation value of S²: 0.762
F_max in eV/A: 3.9


Below is CN2O2 in the gas phase at a distorted geometry, with properties calculated with ωB97M-V/def2-TZVPD.

Last column: Mulliken charge in e.
Positions of all 5 atoms, in Å:
C1 -0.544 -0.232 0.472  0.24
N1 -1.411 -0.717 0.970  -0.17
N2 0.495 0.291 -0.321  0.78
O1 1.369 1.079 0.030  -0.44
O2 0.401 -0.276 -1.393  -0.41

Results
Energy above the lowest of the compared OMol25 structures with the same formula, charge and spin in kcal per mole: 153.8
Orbital gap in eV: 10.7425
HOMO level in eV: -12.59
Structure (SMILES): N#C[N+](=O)[O-]
Total energy in eV: -8107.1161
Net charge: 0
Multiplicity: 1
F_max in eV/A: 4.9


Below is CN2O2S in the gas phase at a distorted geometry, with properties calculated with ωB97M-V/def2-TZVPD.

Last column: Mulliken charge in e.
Positions of all 6 atoms, in Å:
C1 -1.441 0.222 0.037  0.36
N1 -2.384 -0.423 0.008  -0.30
N2 1.084 -0.110 0.032  0.99
O1 2.183 0.292 0.020  -0.55
O2 0.648 -1.208 -0.059  -0.50
S1 -0.090 1.227 -0.039  0.01

Results
Energy above the lowest of the compared OMol25 structures with the same formula, charge and spin in kcal per mole: 96.4
Orbital gap in eV: 10.3066
HOMO level in eV: -11.24
Structure (SMILES): N#CS[N+](=O)[O-]
Total energy in eV: -18943.0383
Net charge: 0
Multiplicity: 1
F_max in eV/A: 2.9


Below is a 2-piece molecular cluster, CN2O3S overall at a distorted geometry, with properties calculated with ωB97M-V/def2-TZVPD.

Last column: Mulliken charge in e.
Positions of all 7 atoms, in Å:
C1 -1.132 -1.083 0.134  0.59
N1 -0.097 -0.598 -0.174  -0.27
N2 -0.376 2.693 -0.765  0.12
O1 -2.206 -1.226 0.459  -0.34
O2 -0.360 1.803 -0.044  -0.14
O3 2.561 -1.075 0.671  -0.40
S1 1.610 -0.515 -0.281  0.42

Results
Energy above the lowest of the compared OMol25 structures with the same formula, charge and spin in kcal per mole: 0.0
Orbital gap (alpha / beta) in eV: 9.0891 / 7.3436
HOMO level (alpha / beta) in eV: -8.98 / -8.81
Total energy in eV: -20990.4836
Net charge: 0
Multiplicity: 1
F_max in eV/A: 3.9


Below is an isolated ion of composition CN4O3 and charge -2 at a distorted geometry, with properties calculated with ωB97M-V/def2-TZVPD.

Last column: Mulliken charge in e.
Positions of all 8 atoms, in Å:
C1 0.291 -0.444 0.904  0.25
N1 1.326 0.107 0.263  -0.57
N2 -0.652 0.259 -1.087  -0.53
N3 -0.941 0.129 0.109  0.77
N4 0.788 0.349 -1.156  0.56
O1 -2.070 -0.249 0.402  -0.92
O2 -0.003 -0.973 1.947  -0.65
O3 1.400 0.923 -2.205  -0.91

Results
Energy above the lowest of the compared OMol25 structures with the same formula, charge and spin in kcal per mole: 169.7
Orbital gap (alpha / beta) in eV: 4.8212 / 4.8183
HOMO level (alpha / beta) in eV: 2.56 / 2.56
Structure (SMILES): [O-]c1n[n+]([O-])nn1[O-]
Total energy in eV: -13132.2745
Net charge: -2
Multiplicity: 1
F_max in eV/A: 7.1


Below is an isolated ion of composition CN5O and charge -1 at a distorted geometry, with properties calculated with ωB97M-V/def2-TZVPD.

Last column: Mulliken charge in e.
Positions of all 7 atoms, in Å:
C1 -0.198 0.265 -0.058  0.56
N1 0.384 -0.876 -0.463  -0.20
N2 0.240 0.639 1.159  -0.29
N3 1.073 -1.234 0.584  -0.38
N4 0.978 -0.313 1.515  -0.34
N5 -1.285 1.000 -0.910  -0.03
O1 -1.356 0.569 -2.086  -0.31

Results
Energy above the lowest of the compared OMol25 structures with the same formula, charge and spin in kcal per mole: 0.0
Orbital gap in eV: 8.6346
HOMO level in eV: -5.10
Structure (SMILES): [O-]N=C1N=NN=N1
Total energy in eV: -10532.6489
Net charge: -1
Multiplicity: 1
F_max in eV/A: 3.8


Below is CN5O2 as an isolated structure at a distorted geometry, with properties calculated with ωB97M-V/def2-TZVPD.

Last column: Mulliken charge in e.
Positions of all 8 atoms, in Å:
C1 -0.238 -0.279 0.161  0.60
N1 -2.150 -0.452 -0.328  -0.24
N2 -1.044 -0.897 -0.749  -0.33
N3 -0.774 0.647 0.794  -0.20
N4 -2.040 0.551 0.542  -0.39
N5 1.713 0.214 -0.069  0.52
O1 2.413 -0.380 0.798  -0.48
O2 2.119 0.596 -1.151  -0.48

Results
Energy above the lowest of the compared OMol25 structures with the same formula, charge and spin in kcal per mole: 137.7
Orbital gap in eV: 9.1111
HOMO level in eV: -5.85
Total energy in eV: -12577.5339
Net charge: -1
Multiplicity: 1
F_max in eV/A: 5.5


Below is CO3S in the gas phase at a distorted geometry, with properties calculated with ωB97M-V/def2-TZVPD.

Last column: Mulliken charge in e.
Positions of all 5 atoms, in Å:
C1 1.059 0.346 -0.055  0.25
O1 1.962 -0.220 0.319  -0.13
O2 -1.098 -1.138 -0.623  -0.41
O3 -2.134 0.998 0.007  -0.42
S1 -1.135 -0.022 0.296  0.71

Results
Energy above the lowest of the compared OMol25 structures with the same formula, charge and spin in kcal per mole: 11.4
Orbital gap in eV: 9.9651
HOMO level in eV: -11.28
Structure (SMILES): O=C=S(=O)=O
Total energy in eV: -18013.1416
Net charge: 0
Multiplicity: 1
F_max in eV/A: 3.4


Below is an isolated ion of composition CO4P and charge -1 at a distorted geometry, with properties calculated with ωB97M-V/def2-TZVPD.

Last column: Mulliken charge in e.
Positions of all 6 atoms, in Å:
C1 -0.872 0.027 0.104  0.81
O1 -2.130 0.071 0.046  -0.66
O2 -0.010 -0.919 0.505  -0.54
O3 2.560 -0.228 -0.688  -0.45
O4 0.024 1.020 -0.255  -0.55
P1 1.725 0.139 0.461  0.39

Results
Energy above the lowest of the compared OMol25 structures with the same formula, charge and spin in kcal per mole: 23.7
Orbital gap in eV: 9.7556
HOMO level in eV: -5.37
Structure (SMILES): O=c1op([O-])o1
Total energy in eV: -18518.6330
Net charge: -1
Multiplicity: 1
F_max in eV/A: 4.7


Below is Ca6O12P3 as an isolated structure at a distorted geometry, with properties calculated with ωB97M-V/def2-TZVPD.

Last column: Mulliken charge in e.
Positions of all 21 atoms, in Å:
Ca1 0.418 0.504 -0.070  1.75
Ca2 0.458 -0.777 -3.045  1.35
Ca3 -3.539 -0.669 -2.600  0.67
Ca4 -2.995 -4.038 -0.396  1.07
Ca5 0.242 -4.010 1.839  1.25
Ca6 -2.525 1.079 1.602  1.54
P1 -1.495 -1.820 -0.157  -0.30
O1 -2.577 -1.990 -1.212  -0.25
O2 -1.377 -3.140 0.762  -0.51
O3 -1.686 -0.429 0.539  -0.28
O4 -0.282 -1.490 -1.061  -0.52
P2 -0.079 2.818 1.881  1.11
O5 -0.997 2.003 2.833  -0.86
O6 -0.769 2.386 0.582  -0.94
O7 1.417 2.759 2.001  -0.36
O8 -0.350 4.385 1.877  -0.35
P3 3.270 0.427 -1.149  0.56
O9 2.468 1.517 -0.450  -0.46
O10 4.072 -0.140 0.036  -0.36
O11 4.191 1.198 -2.242  -0.39
O12 2.134 -0.573 -1.571  -0.71

Results
Energy above the lowest of the compared OMol25 structures with the same formula, charge and spin in kcal per mole: 54.6
Orbital gap in eV: 1.9720
HOMO level in eV: -14.01
Total energy in eV: -163048.9035
Net charge: +3
Multiplicity: 1
F_max in eV/A: 5.5


Below is CaH12NO9 as an isolated structure at a distorted geometry, with properties calculated with ωB97M-V/def2-TZVPD.

Last column: Mulliken charge in e.
Positions of all 23 atoms, in Å:
Ca1 0.149 -0.301 -0.032  2.10
N1 -0.995 2.983 0.429  0.82
O1 -0.645 4.157 0.544  -0.57
O2 -2.197 2.720 0.184  -0.62
O3 -0.182 2.032 0.528  -0.59
O4 0.226 1.062 -2.189  -0.50
H1 0.147 2.020 -2.290  0.27
H2 0.213 0.715 -3.089  0.25
O5 -2.086 -0.400 -0.489  -0.63
H3 -2.607 -1.211 -0.545  0.27
H4 -2.738 0.323 -0.419  0.27
O6 -0.049 -0.215 2.392  -0.53
H5 0.655 -0.062 3.036  0.27
H6 -0.609 -0.880 2.807  0.26
O7 -0.396 -2.459 0.719  -0.53
H7 -0.989 -2.509 1.479  0.23
H8 -0.265 -3.378 0.453  0.28
O8 1.290 -1.745 -1.461  -0.55
H9 0.969 -2.068 -2.314  0.27
H10 2.016 -2.341 -1.232  0.27
O9 2.337 0.418 0.378  -0.56
H11 3.137 -0.121 0.343  0.24
H12 2.617 1.260 0.768  0.27

Results
Energy above the lowest of the compared OMol25 structures with the same formula, charge and spin in kcal per mole: 10.0
Orbital gap in eV: 7.2124
HOMO level in eV: -11.16
Total energy in eV: -38546.0817
Net charge: +1
Multiplicity: 1
F_max in eV/A: 2.8


net charge of number 6 (CN4O3)?
-2